Entry from the Open Molecules 2025 dataset: a molecular structure, C36H30BrN6O2SSe2Yb (wB97M-V/def2-TZVPD).

## Properties
ΔE to the lowest compared entry with this formula, charge and spin: 65.0 kJ/mol
spin multiplicity: 2

Each line ends with the Mulliken charge.
Cartesian coordinates (Å):
Yb (0.34115, -0.24274, -0.01209)  0.178
O (-1.80351, -0.13605, 0.20646)  1.746
C (-3.06381, -0.41849, 0.09472)  -0.177
C (-4.04834, 0.53346, 0.43878)  -0.258
C (-5.39072, 0.23719, 0.33217)  -0.677
C (-5.82383, -1.01474, -0.11846)  -1.075
C (-4.87135, -1.94733, -0.47112)  -0.715
C (-3.50250, -1.67068, -0.37945)  0.659
C (-2.56469, -2.68581, -0.84902)  -0.934
N (-1.29526, -2.59583, -0.85910)  0.691
C (-0.58231, -3.72396, -1.43082)  -0.756
C (0.56439, -3.16718, -2.23633)  -1.127
N (1.35075, -2.24895, -1.42280)  0.558
C (2.58062, -2.57155, -1.25711)  -0.554
C (3.60218, -1.68250, -0.75477)  0.594
C (4.85341, -2.18288, -0.36823)  -0.683
C (5.90253, -1.33648, -0.09840)  -0.908
C (5.71262, 0.04084, -0.29808)  -0.563
C (4.50819, 0.55142, -0.71823)  -0.519
C (3.38793, -0.29059, -0.89866)  0.139
O (2.22611, 0.18289, -1.23070)  0.180
H (-3.71416, 1.49525, 0.80850)  0.416
H (-6.12117, 0.98848, 0.60888)  0.455
H (-6.87776, -1.24131, -0.19749)  0.404
H (-5.17615, -2.92005, -0.84475)  0.399
H (-3.04421, -3.58886, -1.25346)  0.127
H (-1.22738, -4.35738, -2.05157)  0.544
H (-0.18143, -4.34059, -0.62150)  0.017
H (0.16594, -2.59681, -3.08109)  0.296
H (1.18718, -3.97096, -2.64585)  0.450
H (2.92569, -3.55167, -1.61250)  0.263
H (4.98575, -3.25789, -0.29187)  0.399
H (6.85923, -1.72087, 0.22586)  0.400
H (6.53945, 0.72071, -0.12665)  0.410
H (4.37234, 1.61425, -0.87945)  0.461
S (2.08050, 0.32850, 2.00952)  -0.582
C (2.28524, 1.87704, 1.24084)  0.971
C (3.27331, 2.80458, 1.61914)  -1.045
C (3.40367, 3.98198, 0.92156)  -0.387
C (2.55509, 4.24384, -0.15692)  -1.074
C (1.59613, 3.29947, -0.45146)  -0.335
N (1.44433, 2.16653, 0.23405)  0.568
H (3.92875, 2.55831, 2.44326)  0.496
H (4.16915, 4.69596, 1.20065)  0.378
H (2.62964, 5.15066, -0.74005)  0.469
H (0.89821, 3.45634, -1.26963)  0.241
Se (-2.34266, -0.97189, 3.42989)  0.035
Se (-0.77831, 0.48373, 4.28164)  0.027
C (-1.08672, 2.01952, 3.15004)  -0.114
C (-1.48516, 3.17543, 3.81650)  -0.787
C (-1.79070, 4.30073, 3.07060)  -0.509
C (-1.72046, 4.21428, 1.68944)  -1.131
C (-1.29898, 3.01860, 1.13171)  -0.216
N (-0.95526, 1.94539, 1.83787)  0.739
C (-1.19795, -2.29744, 2.60781)  0.266
C (-1.60587, -3.61128, 2.80712)  -0.854
C (-0.75946, -4.64125, 2.43812)  -0.353
C (0.49167, -4.32844, 1.93424)  -1.240
C (0.78866, -2.99355, 1.73231)  0.123
N (-0.05290, -1.99130, 2.00928)  0.241
H (-1.57553, 3.17353, 4.89381)  0.446
H (-2.10333, 5.21515, 3.55827)  0.399
H (-1.97684, 5.04927, 1.05212)  0.503
H (-1.21137, 2.92283, 0.05386)  0.455
H (-2.54947, -3.81695, 3.29521)  0.422
H (-1.05528, -5.67147, 2.59192)  0.408
H (1.21748, -5.09143, 1.68973)  0.453
H (1.74772, -2.69182, 1.32157)  0.490
Br (-3.75745, 3.02085, -3.32245)  -0.173
C (-2.01986, 2.29570, -3.30084)  -0.677
C (-1.08067, 2.67016, -4.24271)  -0.170
C (0.17779, 2.10313, -4.15435)  -1.179
C (0.45084, 1.20580, -3.13462)  -0.526
N (-0.46711, 0.84446, -2.22669)  0.341
C (-1.68828, 1.38387, -2.31549)  -0.070
H (-1.32766, 3.38441, -5.01660)  0.462
H (0.95507, 2.36046, -4.86043)  0.491
H (1.42992, 0.76833, -3.00179)  0.620
H (-2.41274, 1.08558, -1.57384)  0.542

Cartesian forces, eV/Å:
Yb 0.0 0.0 -0.3
O 0.2 0.2 -0.2
C 0.2 0.1 0.2
C -0.1 -0.1 0.0
C 0.0 0.0 0.0
C 0.1 0.0 0.0
C -0.1 0.0 0.0
C 0.1 -0.3 -0.2
C -0.2 0.2 0.1
N -0.1 -0.1 0.1
C 0.0 0.1 0.1
C 0.1 0.1 -0.1
N -0.1 -0.2 0.2
C 0.2 0.2 -0.1
C -0.1 -0.3 -0.1
C 0.1 0.0 0.0
C -0.1 0.1 0.0
C 0.0 0.0 0.0
C 0.1 0.1 0.0
C -0.2 0.1 -0.1
O 0.2 -0.1 0.2
H 0.0 0.0 0.0
H 0.0 0.0 0.0
H 0.0 0.0 0.0
H 0.0 0.0 0.0
H 0.0 0.0 0.0
H 0.0 0.0 0.0
H 0.0 0.0 0.0
H 0.0 0.0 0.0
H 0.0 0.0 0.0
H 0.0 0.0 0.0
H 0.0 0.0 0.0
H 0.0 0.0 0.0
H 0.0 0.0 0.0
H 0.0 0.0 0.0
S 0.0 0.2 -0.1
C 0.0 0.0 0.0
C 0.0 -0.1 0.0
C 0.0 0.1 0.0
C 0.0 -0.1 0.1
C -0.1 0.0 0.0
N -0.3 -0.3 0.0
H 0.0 0.0 0.0
H 0.0 0.0 0.0
H 0.0 0.0 0.0
H 0.0 0.0 0.0
Se 0.1 0.0 -0.3
Se 0.1 -0.1 -0.1
C -0.1 0.1 0.2
C 0.0 0.1 0.0
C 0.0 0.0 0.0
C 0.0 -0.1 0.0
C 0.1 0.1 -0.2
N 0.0 -0.1 0.2
C -0.1 -0.1 0.2
C 0.0 -0.1 0.0
C -0.1 0.0 0.0
C 0.0 0.1 0.0
C 0.1 0.1 -0.1
N -0.1 0.0 -0.2
H 0.0 0.0 0.0
H 0.0 0.0 0.0
H 0.0 0.0 0.0
H 0.0 0.0 0.0
H 0.0 0.0 0.0
H 0.0 0.0 0.0
H 0.0 0.0 0.0
H 0.0 0.0 0.0
Br -0.1 0.0 0.0
C 0.0 0.0 0.0
C 0.0 0.0 0.0
C 0.0 0.0 0.0
C -0.1 -0.1 0.0
N 0.2 0.3 0.1
C 0.1 -0.1 0.0
H 0.0 0.0 0.0
H 0.0 0.0 0.0
H 0.0 0.0 0.0
H 0.0 0.0 0.0

***

Entry from the Open Molecules 2025 dataset: a molecular structure, C36H30Cl4N9O5Rh in a non-equilibrium geometry (wB97M-V/def2-TZVPD).

## Properties
ΔE to the lowest compared entry with this formula, charge and spin: 366.7 kJ/mol
spin multiplicity: 1

Each line ends with the Mulliken charge.
Cartesian coordinates (Å):
Rh (0.09068, 0.46519, 0.04970)  -0.070
Cl (2.84097, 5.77910, 3.10622)  -0.212
C (2.24407, 4.19888, 2.75100)  0.397
C (2.48573, 3.14504, 3.62101)  0.614
Cl (3.38827, 3.38993, 5.07056)  -0.205
C (1.99428, 1.87356, 3.31388)  0.221
Cl (2.25068, 0.52464, 4.36176)  -0.211
C (1.26824, 1.66327, 2.15418)  -0.964
O (0.75262, 0.45776, 1.85888)  -0.077
C (1.02827, 2.71886, 1.25968)  0.040
O (0.31693, 2.46924, 0.16236)  -1.126
C (1.51629, 3.98089, 1.57798)  0.648
Cl (1.17245, 5.27051, 0.47765)  -0.186
C (2.69454, -3.06485, -3.09789)  -1.242
O (1.98529, -3.30735, -1.89694)  0.283
C (1.63974, -4.59048, -1.58882)  0.937
C (1.83872, -5.67224, -2.43312)  -0.785
C (1.42624, -6.94674, -2.06065)  -0.731
C (0.80923, -7.13750, -0.83855)  -0.897
C (0.61561, -6.05825, 0.01159)  -0.564
C (1.02557, -4.77886, -0.33996)  0.306
N (0.79757, -3.73964, 0.57974)  -0.127
C (0.94190, -2.36813, 0.33057)  -0.783
N (2.20536, -1.92432, 0.39247)  0.515
C (2.69807, -0.80620, -0.30024)  -0.071
C (1.92290, 0.30163, -0.60271)  0.699
C (2.49186, 1.34143, -1.34592)  -0.943
C (3.80533, 1.25872, -1.76807)  -1.309
C (4.59276, 0.15480, -1.44828)  -0.358
C (4.03784, -0.87471, -0.71222)  1.066
O (4.69501, -2.01668, -0.34749)  -0.407
C (6.08118, -2.09087, -0.62428)  -1.041
N (-0.05588, -1.58050, 0.08249)  0.063
C (-1.37592, -2.11767, -0.21626)  1.535
C (-2.22068, -1.57779, -2.12746)  -1.087
C (-3.45750, -2.44991, -2.41847)  -0.476
C (-3.69150, -3.76539, -0.66951)  -0.333
C (-3.09351, -3.64741, 0.68500)  -1.073
C (-2.04105, -2.87172, 0.91457)  -0.709
O (-1.49366, -2.80589, 2.17287)  -0.485
C (-1.66886, -1.54482, 2.83787)  -0.318
H (2.09402, -3.32275, -3.97454)  0.466
H (3.63088, -3.62810, -3.12036)  0.346
H (2.91081, -1.99913, -3.10332)  0.269
H (2.31374, -5.52370, -3.39211)  0.440
H (1.59004, -7.77876, -2.73179)  0.416
H (0.47979, -8.12235, -0.53639)  0.408
H (0.13806, -6.20124, 0.97417)  0.471
H (0.09723, -3.93364, 1.28213)  0.575
H (2.89002, -2.63429, 0.60093)  0.541
H (1.90637, 2.22266, -1.56574)  0.573
H (4.23530, 2.06940, -2.34188)  0.411
H (5.62063, 0.10995, -1.77756)  0.464
H (6.43607, -3.00827, -0.16338)  0.282
H (6.61512, -1.23936, -0.19794)  0.386
H (6.26297, -2.13120, -1.70176)  0.384
H (-1.87951, -0.91690, -2.92208)  0.587
H (-3.86091, -2.39282, -3.42628)  0.398
H (-4.32831, -4.64562, -0.73246)  0.572
H (-3.54743, -4.15859, 1.52610)  0.482
H (-1.17597, -1.63752, 3.80162)  0.397
H (-2.73372, -1.34073, 2.96547)  0.279
H (-1.19277, -0.73465, 2.28356)  -0.094
N (-1.31735, 3.39398, 1.12347)  -0.425
C (-2.27886, 2.49263, 1.34463)  0.130
N (-3.23094, 2.78607, 2.23591)  -0.788
C (-4.20445, 1.88488, 2.32128)  0.456
N (-5.17566, 2.10487, 3.23026)  -0.379
N (-4.31878, 0.77309, 1.57387)  -0.690
C (-3.30851, 0.59214, 0.73189)  -0.458
N (-2.23483, 1.35587, 0.61080)  -0.285
C (-3.36509, -0.60205, -0.14445)  0.490
C (-4.48878, -1.27359, -0.38616)  -0.150
C (-4.46660, -2.49006, -1.24482)  -0.490
C (-2.69830, -3.68539, -1.85661)  -0.906
C (-1.45004, -2.81163, -1.60955)  -0.227
N (-2.15323, -0.96847, -0.77882)  0.195
H (-1.24140, 4.16839, 1.75941)  0.231
H (-0.50062, 3.07683, 0.60826)  0.817
H (-5.08516, 2.87848, 3.86199)  0.243
H (-5.87946, 1.40476, 3.36899)  0.234
H (-5.40425, -0.94818, 0.08975)  0.502
H (-5.47073, -2.76111, -1.56389)  0.648
H (-2.53641, -4.60234, -2.41673)  0.464
H (-0.49932, -3.14471, -2.01057)  0.799

Cartesian forces, eV/Å:
Rh -0.8 -0.2 0.1
Cl 0.0 0.0 0.0
C 0.0 0.1 0.0
C 0.0 -0.1 0.0
Cl 0.0 0.0 -0.1
C 0.1 0.0 0.2
Cl 0.0 0.0 0.0
C -0.2 -0.2 -0.3
O 0.3 0.3 0.0
C 2.4 -0.3 1.1
O 5.7 -3.2 -3.0
C 0.0 -0.1 -0.2
Cl 0.1 0.0 0.0
C 0.0 0.0 0.0
O -0.1 -0.1 -0.1
C 0.0 0.1 0.0
C 0.0 0.0 0.0
C 0.0 0.0 0.0
C 0.0 0.0 0.0
C 0.0 0.0 0.0
C 0.1 -0.1 0.0
N -0.2 0.2 0.1
C 0.2 -0.1 -0.1
N 0.0 0.1 0.1
C 0.0 0.0 0.0
C 0.0 -0.2 0.0
C 0.1 -0.1 0.0
C 0.0 0.0 0.0
C 0.0 0.0 0.0
C 0.0 0.0 0.0
O 0.0 0.0 0.1
C 0.0 0.0 0.0
N 0.1 0.2 0.2
C 0.0 0.1 -0.2
C 0.0 0.0 0.0
C 0.0 0.0 0.0
C 0.0 0.1 0.0
C -0.1 0.0 0.0
C 0.1 0.0 0.1
O 0.1 -0.1 -0.1
C 0.0 0.0 -0.1
H 0.0 0.0 0.0
H 0.0 0.0 0.0
H 0.0 0.0 0.0
H 0.0 0.0 0.0
H 0.0 0.0 0.0
H 0.0 0.0 0.0
H 0.0 0.0 0.0
H -0.1 0.0 0.0
H 0.0 0.0 0.0
H 0.0 0.0 0.0
H 0.0 0.0 0.0
H 0.0 0.0 0.0
H 0.0 0.0 0.0
H 0.0 0.0 0.0
H 0.0 0.0 0.0
H 0.0 0.0 0.0
H 0.0 0.0 0.0
H 0.0 0.0 0.0
H 0.0 0.0 0.0
H 0.0 0.0 0.0
H 0.0 0.0 0.0
H 0.0 0.0 0.0
N -5.5 1.9 3.2
C 0.9 1.9 0.2
N -0.7 -0.4 0.3
C 0.3 0.3 0.1
N -0.1 0.0 0.0
N 0.0 -0.1 -0.3
C -0.1 -0.3 0.3
N 0.2 -0.6 -0.1
C -0.1 0.2 -0.1
C 0.0 -0.1 0.1
C 0.0 0.0 0.0
C 0.0 0.0 0.0
C 0.1 0.0 0.0
N -0.1 -0.2 -0.2
H -0.7 0.1 0.2
H -1.9 1.0 -1.1
H 0.0 0.0 0.0
H 0.0 0.0 0.0
H 0.0 0.0 0.0
H 0.0 0.0 0.0
H 0.0 0.0 0.0
H 0.0 0.0 -0.1